[1]
Formula: C30H21BNO8
Source: the OMol25 dataset
Level of theory: ωB97M-V/def2-TZVPD

Each line ends with the Mulliken charge.
Atoms and positions in Å:
O 0.820 4.464 1.380  -0.4439
N 0.448 4.566 0.237  0.2061
O 1.242 5.291 -0.515  -0.3294
B 0.504 6.004 -1.708  0.6945
O 1.446 7.062 -2.108  -0.5481
C 1.244 8.095 -1.170  -0.3105
C -0.052 7.715 -0.410  -0.3066
O -0.660 6.749 -1.239  -0.6031
H 0.272 5.165 -2.557  -0.2645
H 1.147 9.045 -1.709  0.2848
H 2.070 8.175 -0.452  0.1898
H -0.678 8.594 -0.233  0.3074
H 0.166 7.275 0.568  0.1257
C -3.680 -1.611 6.257  -0.4710
C -2.845 -2.717 6.376  -0.4558
C -1.656 -2.767 5.671  -0.5643
C -1.298 -1.715 4.837  0.2239
C -2.144 -0.615 4.704  0.1377
C -3.331 -0.563 5.424  -0.5297
C -1.805 0.515 3.782  0.5225
O -2.549 1.465 3.681  -0.6478
C -0.542 0.418 3.000  0.3082
C -0.226 1.427 2.099  -0.6176
C 0.951 1.357 1.370  -0.3393
C 1.817 0.284 1.546  -0.8599
C 1.506 -0.728 2.439  -0.5533
C 0.325 -0.670 3.166  0.2413
C -0.001 -1.782 4.098  0.5927
O 0.750 -2.722 4.259  -0.6819
H -4.607 -1.570 6.815  0.3921
H -3.124 -3.540 7.021  0.3899
H -0.995 -3.618 5.758  0.4643
H -3.973 0.301 5.319  0.4788
H -0.896 2.265 1.966  0.5511
H 1.188 2.139 0.666  0.4923
H 2.735 0.232 0.976  0.4168
H 2.170 -1.570 2.574  0.4785
C -2.381 -0.884 -2.717  -0.6252
C -1.602 -0.663 -1.587  -0.5050
C -0.361 -1.264 -1.472  -0.4877
C 0.105 -2.095 -2.481  0.0833
C -0.687 -2.334 -3.608  0.4360
C -1.926 -1.718 -3.724  -0.6398
C -0.232 -3.253 -4.688  0.5686
O -0.911 -3.461 -5.671  -0.6726
C 1.093 -3.922 -4.520  0.1240
C 1.521 -4.823 -5.488  -0.5595
C 2.750 -5.444 -5.358  -0.4463
C 3.562 -5.164 -4.264  -0.4880
C 3.139 -4.271 -3.295  -0.4763
C 1.901 -3.653 -3.415  0.0922
C 1.453 -2.715 -2.343  0.5532
O 2.165 -2.474 -1.392  -0.6644
H -3.346 -0.404 -2.810  0.3882
H -1.960 -0.016 -0.797  0.5316
H 0.255 -1.091 -0.599  0.6209
H -2.526 -1.899 -4.606  0.4717
H 0.883 -5.029 -6.336  0.4666
H 3.080 -6.148 -6.111  0.3919
H 4.526 -5.646 -4.167  0.3894
H 3.759 -4.047 -2.438  0.4754

Calculated values
LUMO energy   0.0207 hartree
Orbital gap   5.93 eV
Net charge   -1
Maximum force   1.2 eV Å⁻¹
HOMO energy   -0.197 Ha

=====

[2]
Formula: C30H21F15GeN2O12SSeV
Source: the OMol25 dataset
Level of theory: ωB97M-V/def2-TZVPD

Each line ends with the Mulliken spin population.
Atoms and positions in Å:
V -0.792 1.615 -4.057  2.9332
C 2.524 0.501 1.042  -0.0002
N 2.199 0.361 -0.364  0.0016
C 2.155 -1.000 -0.882  -0.0028
C 1.543 1.327 -1.066  -0.0096
O 1.077 1.122 -2.168  -0.0159
C 1.433 2.685 -0.368  -0.0039
O 0.851 3.704 -1.142  0.0003
C 1.706 4.320 -2.060  0.0027
C 1.487 3.801 -3.489  0.0078
O 0.410 3.282 -3.766  0.0075
N 2.506 3.928 -4.374  0.0108
C 3.484 4.990 -4.256  0.0022
C 2.283 3.424 -5.731  -0.0027
H 3.248 -0.271 1.305  -0.0001
H 1.644 0.379 1.681  0.0002
H 2.985 1.464 1.258  0.0000
H 3.110 -1.492 -0.688  0.0000
H 1.969 -0.967 -1.951  0.0018
H 1.354 -1.571 -0.399  0.0005
H 2.431 2.997 -0.036  -0.0001
H 0.810 2.562 0.520  0.0002
H 2.753 4.209 -1.759  0.0000
H 1.474 5.390 -2.062  0.0014
H 3.681 5.254 -3.220  0.0004
H 3.148 5.889 -4.786  -0.0006
H 4.424 4.666 -4.703  0.0003
H 1.763 2.473 -5.682  -0.0004
H 3.254 3.266 -6.199  0.0001
H 1.695 4.124 -6.331  -0.0003
O -4.642 2.827 -2.823  0.0005
C -3.324 2.723 -2.610  -0.0029
O -2.523 3.164 -3.395  0.0226
C -3.045 2.120 -1.260  0.0091
O -1.674 1.801 -1.137  0.0110
C -1.427 -0.808 -1.536  0.0334
C -2.602 -0.489 -2.488  -0.0311
O -3.728 -0.861 -2.150  0.0082
O -2.301 0.207 -3.512  -0.0198
H -4.739 3.179 -3.720  -0.0012
H -3.693 1.250 -1.142  -0.0002
H -3.327 2.876 -0.516  0.0009
H -1.600 -1.761 -1.040  0.0009
H -0.473 -0.801 -2.061  0.0072
F -3.582 -1.333 2.700  0.0000
C -3.421 -2.659 2.868  -0.0001
C -2.145 -3.197 2.856  0.0003
C -2.091 -4.562 3.068  -0.0001
F -0.913 -5.211 3.143  0.0000
C -3.215 -5.350 3.254  0.0000
F -3.107 -6.672 3.461  0.0000
C -4.466 -4.764 3.249  0.0000
F -5.563 -5.509 3.440  0.0000
C -4.573 -3.400 3.062  0.0000
F -5.781 -2.820 3.076  0.0000
Ge -0.648 -1.886 2.341  -0.0005
S -1.394 0.419 -0.203  -0.0050
C -0.757 -0.912 4.162  0.0004
C -0.845 -1.546 5.389  -0.0003
F -0.724 -2.882 5.483  0.0000
C -1.017 -0.873 6.585  -0.0001
F -1.090 -1.528 7.755  0.0000
C -1.100 0.508 6.576  0.0000
F -1.261 1.180 7.724  0.0000
C -1.010 1.185 5.378  0.0000
F -1.088 2.525 5.367  0.0000
C -0.845 0.464 4.206  0.0000
F -0.776 1.192 3.073  -0.0001
C 1.010 -3.056 2.716  0.0001
C 1.247 -4.073 1.805  -0.0001
F 0.294 -4.390 0.909  0.0000
C 2.416 -4.806 1.748  0.0000
F 2.581 -5.790 0.853  0.0000
C 3.435 -4.512 2.634  0.0000
F 4.580 -5.207 2.604  0.0000
C 3.259 -3.497 3.552  0.0000
F 4.248 -3.204 4.412  0.0000
C 2.064 -2.795 3.572  0.0000
F 1.993 -1.812 4.494  0.0000
O -0.368 -0.942 -6.935  0.0025
Se 0.183 0.519 -6.527  0.0036
O 0.867 0.547 -4.970  0.0195
O -1.062 1.587 -6.123  0.0047
O 1.156 1.201 -7.633  0.0017

Calculated values
LUMO energy (alpha / beta)   0.1333 / 0.1333 hartree
Orbital gap (alpha / beta)   5.49 / 7.09 eV
Multiplicity   4
Net charge   -2
Maximum force   1.2 eV Å⁻¹
HOMO energy (alpha / beta)   -0.068 / -0.127 Ha

=====

[3]
Formula: C30H21F3O6OsS2Sb
Source: the OMol25 dataset
Level of theory: ωB97M-V/def2-TZVPD

Each line ends with the Mulliken spin population.
Atoms and positions in Å:
Os 0.061 -1.174 -1.945  2.6364
O -1.584 -0.958 -4.193  0.0168
S -2.628 -1.126 -2.921  0.0007
O -2.002 -0.302 -1.866  0.0790
O -0.250 -0.584 -3.760  0.1156
C -2.257 -2.865 -2.525  -0.0014
C -2.572 -3.673 -3.615  0.0280
C -2.369 -5.040 -3.561  -0.0004
C -1.877 -5.615 -2.399  0.0107
C -1.594 -4.828 -1.296  0.0072
C -1.783 -3.450 -1.338  0.0148
S -1.254 -2.617 0.176  -0.0040
O -1.247 -3.575 1.225  0.0009
O -2.047 -1.432 0.407  0.0080
O 0.175 -2.194 -0.208  0.1056
H -2.958 -3.211 -4.517  -0.0004
H -2.593 -5.653 -4.423  0.0000
H -1.721 -6.684 -2.347  0.0005
H -1.241 -5.261 -0.370  0.0009
F 4.339 4.598 3.005  -0.0004
C 3.430 3.725 2.560  -0.0009
C 2.119 4.146 2.420  0.0094
C 1.179 3.243 1.948  0.0014
C 1.571 1.952 1.622  0.1537
C 2.891 1.548 1.762  0.0000
C 3.835 2.439 2.252  0.0062
Sb 0.001 0.577 0.998  0.3555
C -1.267 2.020 0.050  0.0718
C -0.904 2.464 -1.217  0.0246
C -1.727 3.337 -1.906  0.0102
C -2.909 3.741 -1.310  0.0087
F -3.728 4.549 -1.990  0.0010
C -3.278 3.330 -0.043  0.0005
C -2.446 2.454 0.639  -0.0027
C -0.725 0.188 2.967  0.0562
C 0.241 0.084 3.966  0.0222
C -0.146 -0.083 5.284  -0.0053
C -1.499 -0.152 5.571  0.0252
F -1.880 -0.262 6.845  0.0028
C -2.468 -0.127 4.584  -0.0002
C -2.075 0.034 3.266  -0.0050
H 1.852 5.165 2.666  0.0014
H 0.146 3.548 1.837  -0.0003
H 3.189 0.544 1.482  0.0031
H 4.869 2.153 2.389  0.0001
H 0.009 2.117 -1.689  -0.0071
H -1.478 3.685 -2.900  -0.0003
H -4.207 3.680 0.385  0.0008
H -2.721 2.118 1.631  0.0033
H 1.293 0.149 3.721  0.0029
H 0.581 -0.164 6.080  0.0002
H -3.508 -0.243 4.855  -0.0001
H -2.809 0.017 2.473  0.0013
C 4.777 -0.415 -2.556  0.0930
C 4.030 0.482 -1.803  -0.0380
C 2.668 0.289 -1.644  0.0932
C 2.035 -0.820 -2.220  0.0525
C 2.797 -1.714 -2.984  0.0234
C 4.157 -1.512 -3.143  -0.0323
H 5.834 -0.247 -2.712  0.0044
H 4.506 1.346 -1.357  0.0010
H 2.098 1.027 -1.094  0.0221
H 2.331 -2.562 -3.472  0.0207
H 4.735 -2.203 -3.742  0.0010

Calculated values
LUMO energy (alpha / beta)   -0.1256 / -0.2132 hartree
Orbital gap (alpha / beta)   7.96 / 5.78 eV
Multiplicity   5
Net charge   +1
Maximum force   1.8 eV Å⁻¹
HOMO energy (alpha / beta)   -0.418 / -0.426 Ha